The following is a DFT calculation (ωB97M-V with the def2-TZVPD basis set) of 2 unconnected molecules or ions with the total composition C4H9NO2.

Geometry as XYZ:
```
16
C4H9NO2, DFT ωB97M-V with the def2-TZVPD basis set
C -2.12 0.39 0.54
C -0.99 -0.55 0.13
N 0.23 0.15 -0.28
C 1.12 0.67 0.78
O 0.70 0.99 1.87
O 2.29 0.64 0.28
C 1.89 -0.62 -1.21
H -2.42 1.03 -0.30
H -3.00 -0.19 0.85
H -1.80 1.01 1.37
H -0.72 -1.20 0.97
H -1.30 -1.19 -0.70
H -0.01 0.93 -0.90
H 2.83 -0.20 -1.55
H 2.03 -1.51 -0.59
H 1.20 -0.78 -2.03
```

Calculated values
LUMO energy (spin up / spin down), Eh: 0.00291 / 0.00292
Multiplicity: 1
Frontier orbital gap (spin up / spin down), eV: 9.24 / 9.24
E_HOMO (spin up / spin down), hartree: -0.33654 / -0.33655
ΔE to the lowest compared entry with this formula, charge and spin, kcal per mole: 87.3
Total energy, a.u.: -362.94643